No. 1
{"formula": "C34H51FIN5O3P", "method": "ωB97M-V/def2-TZVPD", "charge": 1, "spin_multiplicity": 1, "relative_energy_kj_mol": 71.24, "elements": ["C", "C", "P", "C", "C", "C", "C", "C", "N", "N", "C", "C", "O", "C", "I", "C", "N", "C", "C", "C", "C", "C", "C", "C", "C", "C", "F", "C", "C", "C", "C", "N", "C", "C", "C", "C", "H", "H", "H", "H", "H", "H", "H", "H", "H", "H", "H", "H", "H", "H", "H", "H", "H", "H", "H", "H", "H", "H", "H", "H", "H", "H", "H", "H", "H", "H", "H", "H", "H", "H", "H", "H", "H", "H", "H", "H", "H", "H", "H", "H", "H", "H", "C", "C", "C", "C", "C", "C", "N", "O", "O", "H", "H", "H", "H", "H"], "coordinates": [[-4.0556, 3.1396, 2.0927], [-3.1157, 2.5653, 1.0077], [-3.4127, 0.7711, 0.8309], [-4.1145, -0.0402, 2.3243], [-3.4488, 0.1803, 3.6872], [-2.2435, -0.3483, -0.1254], [-3.0489, -1.6708, -0.3518], [-4.5043, -1.5257, -0.7717], [-4.6774, -0.5142, -1.8330], [-1.8755, 0.0906, -1.5323], [-1.9699, 1.5568, -1.8238], [-0.8886, 2.4942, -1.3299], [-1.2470, 3.8087, -1.7300], [-0.7337, -0.6843, -2.1749], [0.2972, 0.2273, -3.8082], [0.3332, -1.2798, -1.2297], [-0.2640, -1.7749, -0.0409], [-0.2064, -3.1769, 0.3010], [0.9567, -3.6039, 1.1830], [1.3551, -2.8915, 2.3130], [2.4502, -3.3249, 3.0591], [3.1596, -4.4731, 2.6911], [2.7564, -5.2189, 1.5848], [3.4911, -6.4616, 1.1596], [1.6574, -4.7694, 0.8452], [-1.0012, -0.7825, 0.7212], [-1.4206, -1.3597, 1.8800], [0.0120, 0.3230, 1.1200], [-0.2380, 1.0809, 2.4344], [0.7389, 2.2670, 2.5758], [0.1052, 3.6492, 2.3928], [0.7841, 4.6876, 3.1408], [0.3468, 5.0954, 4.3693], [1.2080, 6.0570, 4.8383], [2.1951, 6.2295, 3.8482], [1.9145, 5.3814, 2.8079], [-3.5649, 3.2169, 3.0551], [-4.9995, 2.6087, 2.1556], [-4.3039, 4.1571, 1.8029], [-2.1102, 2.8663, 1.2891], [-3.3462, 3.1144, 0.1008], [-4.1040, -1.1077, 2.1282], [-5.1551, 0.2592, 2.3831], [-3.0585, 1.1816, 3.8336], [-4.1990, 0.0298, 4.4619], [-2.6499, -0.5251, 3.8906], [-2.9834, -2.2859, 0.5392], [-2.5832, -2.2809, -1.1239], [-5.2010, -1.3730, 0.0427], [-4.8152, -2.4859, -1.1876], [-4.8572, -0.9532, -2.7249], [-5.4306, 0.1187, -1.6199], [-2.6942, -0.2361, -2.0620], [-2.9411, 1.9165, -1.5005], [-2.0411, 1.6651, -2.9034], [-0.7628, 2.4975, -0.2503], [0.0910, 2.3285, -1.7645], [-2.0752, 4.0546, -1.3073], [-1.1826, -1.5501, -2.6412], [1.1666, -0.5849, -1.0982], [0.7566, -2.1164, -1.7784], [-1.1214, -3.5542, 0.7538], [-0.0907, -3.7506, -0.6187], [0.8276, -2.0065, 2.6340], [2.7805, -2.7685, 3.9242], [4.0243, -4.8039, 3.2463], [4.4663, -6.4865, 1.6343], [3.6571, -6.4204, 0.0864], [2.9368, -7.3634, 1.3994], [1.3261, -5.3247, -0.0236], [0.2983, 0.9636, 0.2922], [0.9111, -0.2556, 1.3223], [-1.2751, 1.3525, 2.6032], [0.0235, 0.3843, 3.2261], [1.5428, 2.1413, 1.8507], [1.2096, 2.2506, 3.5543], [-0.9144, 3.6135, 2.7657], [0.0741, 3.9497, 1.3460], [-0.5277, 4.6722, 4.8249], [1.1297, 6.5794, 5.7717], [3.0262, 6.9075, 3.9096], [2.4366, 5.2359, 1.8823], [5.0576, -0.0003, -7.6641], [4.2324, 0.4756, -6.6530], [3.9243, -0.3333, -5.5720], [4.4523, -1.6104, -5.5193], [5.2704, -2.1033, -6.5183], [5.5720, -1.2880, -7.5977], [4.1460, -2.4686, -4.3633], [3.4030, -2.0259, -3.5039], [4.6489, -3.5689, -4.3297], [5.3013, 0.6349, -8.5050], [3.8323, 1.4787, -6.7063], [3.2856, 0.0356, -4.7838], [5.6701, -3.1045, -6.4597], [6.2121, -1.6577, -8.3862]]}

***

No. 2
{"formula": "C34H51N17", "method": "ωB97M-V/def2-TZVPD", "spin_multiplicity": 1, "relative_energy_kj_mol": 47.82, "elements": ["C", "C", "N", "H", "H", "H", "C", "C", "N", "H", "H", "H", "C", "C", "N", "H", "H", "H", "C", "C", "N", "H", "H", "H", "C", "C", "N", "H", "H", "H", "C", "C", "N", "H", "H", "H", "C", "C", "N", "H", "H", "H", "C", "C", "N", "H", "H", "H", "C", "C", "N", "H", "H", "H", "C", "C", "N", "H", "H", "H", "C", "C", "N", "H", "H", "H", "C", "C", "N", "H", "H", "H", "C", "C", "N", "H", "H", "H", "C", "C", "N", "H", "H", "H", "C", "C", "N", "H", "H", "H", "C", "C", "N", "H", "H", "H", "C", "C", "N", "H", "H", "H"], "coordinates": [[-1.3574, 1.1654, 3.7728], [-2.3232, 1.3422, 2.6542], [-3.0895, 1.4200, 1.8075], [-1.0379, 0.1852, 3.9255], [-1.8623, 1.4709, 4.6684], [-0.5030, 1.8534, 3.6272], [3.6365, 2.1297, 0.0936], [3.3629, 0.8248, -0.4046], [3.1962, -0.2991, -0.6043], [4.5848, 2.1793, 0.6021], [2.8763, 2.4712, 0.8226], [3.5484, 2.8387, -0.7207], [2.4444, -0.7429, -3.3046], [2.3614, 0.7050, -3.3766], [2.1371, 1.8238, -3.3747], [2.0141, -1.0306, -4.2394], [2.0438, -1.0562, -2.4019], [3.4915, -1.1136, -3.2800], [2.1424, 5.2429, -3.0778], [3.5165, 5.4074, -2.5571], [4.5088, 5.6123, -2.0645], [2.0276, 4.1950, -3.3988], [2.0145, 5.9646, -3.8886], [1.4373, 5.4803, -2.2374], [3.8197, 1.5133, 4.1201], [2.5260, 1.3863, 4.8184], [1.6562, 1.2366, 5.5359], [4.5085, 0.8358, 4.6854], [4.1474, 2.5594, 4.0915], [3.6174, 1.1763, 3.1225], [-0.4350, -0.2295, -0.2890], [-0.1275, -1.5939, 0.1451], [0.3099, -2.6248, 0.4834], [-1.4232, -0.2500, -0.6851], [0.3356, -0.1071, -1.0660], [-0.3440, 0.4407, 0.5768], [-1.2907, 1.2318, -4.1122], [-1.8220, 2.4865, -3.6053], [-2.1568, 3.4884, -3.1557], [-0.2178, 1.1589, -3.9563], [-1.5159, 1.1498, -5.1290], [-1.8180, 0.5050, -3.5473], [-5.3889, -3.9006, -1.5577], [-4.3984, -4.7073, -2.2247], [-3.6421, -5.4116, -2.7152], [-5.7709, -4.5069, -0.7000], [-6.2693, -3.7749, -2.1885], [-5.0131, -2.9027, -1.3739], [-4.5743, 1.4903, -1.2369], [-3.9662, 0.2313, -1.7085], [-3.4601, -0.7713, -1.9376], [-5.6286, 1.3804, -1.1896], [-4.3242, 2.3053, -1.8615], [-4.1079, 1.5990, -0.2321], [-0.1972, -5.0262, -2.1266], [0.9701, -4.3626, -2.6016], [2.0013, -3.9217, -2.9006], [0.0581, -6.0478, -2.2928], [-1.1082, -4.8357, -2.7684], [-0.4444, -4.9017, -1.0485], [6.8963, 4.4729, -0.2710], [5.7672, 4.6065, 0.6064], [4.8335, 4.6950, 1.2729], [6.5571, 4.7007, -1.2922], [7.3304, 3.4663, -0.3191], [7.6868, 5.1729, -0.0839], [-5.1313, -8.9619, -1.3167], [-5.6632, -7.8171, -0.6510], [-5.9941, -6.9015, 0.0038], [-4.4968, -9.4573, -0.5934], [-4.6173, -8.5902, -2.1854], [-5.9289, -9.5588, -1.7433], [-3.6950, -1.9242, 1.3300], [-4.9443, -1.3683, 0.8329], [-5.8798, -0.9211, 0.3607], [-3.2275, -1.3198, 2.1114], [-3.0670, -2.1299, 0.4588], [-3.8262, -2.9043, 1.7331], [1.0004, -2.5373, 4.1018], [-0.4091, -2.7013, 3.7965], [-1.5426, -2.7146, 3.6872], [1.6023, -2.2473, 3.2379], [1.3948, -3.4079, 4.5614], [0.9965, -1.7362, 4.8226], [-2.4186, 4.7250, 0.0630], [-1.0338, 5.0138, -0.3165], [0.0197, 5.2362, -0.6829], [-2.9599, 5.6384, 0.1598], [-2.5148, 4.0565, 0.9006], [-2.7213, 4.1952, -0.8696], [3.4684, -3.9329, 0.0560], [3.4069, -3.0105, 1.1592], [3.4089, -2.2527, 2.0381], [3.2371, -3.3029, -0.8510], [2.7569, -4.7644, 0.2007], [4.5108, -4.2745, -0.0861], [1.6363, 5.1058, 3.8795], [1.3541, 4.0331, 2.8990], [1.2198, 3.1664, 2.1484], [2.5536, 5.6118, 3.5124], [1.8795, 4.6515, 4.8554], [0.8779, 5.8205, 4.0612]]}

***

No. 3
{"formula": "C34H51N4OP2Re", "method": "ωB97M-V/def2-TZVPD", "charge": 3, "spin_multiplicity": 4, "energy_ha": -2380.341634, "elements": ["C", "C", "C", "C", "C", "H", "H", "H", "N", "P", "P", "C", "H", "H", "C", "O", "C", "H", "C", "C", "C", "C", "C", "H", "H", "H", "C", "H", "H", "H", "C", "H", "H", "H", "C", "H", "H", "H", "C", "H", "H", "H", "C", "H", "H", "H", "C", "H", "H", "H", "C", "H", "H", "H", "C", "H", "H", "H", "C", "H", "H", "H", "C", "H", "H", "H", "C", "H", "H", "H", "Re", "N", "C", "C", "C", "C", "C", "H", "C", "H", "C", "H", "H", "H", "N", "C", "C", "N", "C", "H", "H", "H", "H"], "coordinates": [[-1.7701, -1.5993, -1.6041], [0.4846, -2.0142, -1.6826], [-2.0010, -2.4239, -2.7093], [0.3053, -3.0325, -2.6293], [-0.9612, -3.2304, -3.1584], [-2.9608, -2.3563, -3.2143], [1.1902, -3.5270, -3.0296], [-1.1189, -3.9329, -3.9747], [-0.5949, -1.6383, -0.9394], [-2.4765, 0.1023, 0.4794], [2.8041, -0.6462, 0.0204], [-2.6293, -0.3917, -1.3235], [-2.2696, 0.4653, -1.9268], [-3.6660, -0.5807, -1.6217], [0.3402, 1.3970, 1.7599], [0.8180, 2.3269, 2.3118], [1.5708, -1.0183, -1.7969], [2.3300, -1.3232, -2.5158], [4.1109, 0.4621, -0.9103], [3.4967, -0.9830, 1.8013], [-3.1041, 1.9061, 0.5402], [-3.8434, -1.1235, 1.0705], [3.7117, 1.9107, -0.5935], [3.5154, 2.0798, 0.4711], [4.5349, 2.5692, -0.9144], [2.8173, 2.2024, -1.1595], [5.5529, 0.1539, -0.4695], [5.7502, 0.3205, 0.5901], [5.8156, -0.8799, -0.7295], [6.2365, 0.8056, -1.0371], [4.2097, 0.3360, -2.4454], [4.8263, 1.1802, -2.7930], [4.6933, -0.6030, -2.7385], [3.2736, 0.4188, -2.9982], [3.9935, 0.3067, 2.4639], [3.1477, 0.9825, 2.6644], [4.4493, 0.0432, 3.4321], [4.7325, 0.8696, 1.8914], [2.4329, -1.5438, 2.7414], [1.6665, -0.7949, 2.9600], [1.9451, -2.4358, 2.3349], [2.9042, -1.8114, 3.7000], [4.5194, -2.0945, 1.5708], [5.3905, -1.7708, 0.9999], [4.8674, -2.4866, 2.5374], [4.0272, -2.9082, 1.0182], [-4.2905, -0.7165, 2.4729], [-4.8735, -1.5482, 2.8983], [-3.4401, -0.5344, 3.1399], [-4.9407, 0.1685, 2.4700], [-3.2267, -2.5262, 1.1078], [-2.8435, -2.8343, 0.1282], [-2.4167, -2.6043, 1.8361], [-4.0140, -3.2376, 1.3978], [-5.0800, -1.2344, 0.1529], [-5.8459, -1.7963, 0.7109], [-5.5183, -0.2709, -0.1248], [-4.8694, -1.8118, -0.7571], [-2.2099, 2.7953, -0.3426], [-2.2043, 2.4817, -1.3936], [-2.5909, 3.8279, -0.2945], [-1.1711, 2.8101, 0.0166], [-2.9897, 2.4089, 1.9857], [-1.9431, 2.4499, 2.3182], [-3.3939, 3.4314, 2.0325], [-3.5561, 1.7901, 2.6901], [-4.5559, 2.0148, 0.0668], [-4.6916, 1.6228, -0.9497], [-5.2564, 1.5231, 0.7530], [-4.8285, 3.0824, 0.0433], [-0.2535, -0.0879, 0.7113], [0.4601, 0.7643, -0.7480], [1.0678, 0.3181, -1.8488], [1.0107, 1.2364, -2.9880], [0.8993, 2.6111, -2.7090], [0.9660, 0.7945, -4.3217], [0.7847, 3.5407, -3.7356], [0.8801, 2.9274, -1.6639], [0.8273, 1.7301, -5.3516], [1.0024, -0.2772, -4.5258], [0.7388, 3.0973, -5.0632], [0.7085, 4.5968, -3.4833], [0.7632, 1.3889, -6.3856], [0.6067, 3.8204, -5.8631], [-1.2473, -0.8523, 4.9601], [-0.9431, -2.1585, 4.6002], [-0.6364, -2.1305, 3.2710], [-0.7362, -0.8100, 2.8255], [-1.1258, -0.0658, 3.8574], [-1.5194, -0.5162, 5.8800], [-0.9607, -2.9888, 5.2811], [-0.3332, -2.9298, 2.6113], [-1.2782, 1.0106, 3.8871]]}